(one)
18
Properties=species:S:1:pos:R:3 method="wB97M-V/def2-TZVPD" smiles=C[C@H]1[C@H](N)[C@H]2N[C@]21O lumo_ev=0.7 homo_lumo_gap_ev=7.98 multiplicity=1
C -1.974 0.685 -0.220
N -0.073 -1.064 1.498
C -0.223 -1.161 0.070
N 1.695 0.934 -1.021
C 0.842 -0.114 1.085
C 0.703 0.918 0.055
C -0.653 0.054 -0.614
O 0.640 -2.041 -0.647
H 0.633 -2.895 -0.195
H -0.826 -0.822 2.131
H 1.797 0.018 -1.455
H 2.617 1.200 -0.683
H 1.794 -0.150 1.604
H 0.549 1.915 0.478
H -0.570 -0.021 -1.702
H -2.117 1.630 -0.750
H -2.804 0.023 -0.486
H -2.029 0.890 0.852

(two)
18
Properties=species:S:1:pos:R:3 method="wB97M-V/def2-TZVPD" lumo_ev=1.0 homo_lumo_gap_ev=8.05 multiplicity=1
C 0.747 0.647 0.285
C 1.304 0.397 -1.674
C 1.367 1.082 1.565
C -1.398 -0.478 1.082
C -0.274 -0.298 0.096
N -1.471 -1.192 -1.716
O 1.120 1.432 -0.812
N -0.263 -0.889 -1.102
H -1.487 -2.166 -1.982
H -2.320 -0.963 -1.203
H 2.217 -0.174 -1.543
H 0.915 0.548 -2.676
H 2.452 0.928 1.528
H 0.977 0.522 2.416
H 1.200 2.150 1.738
H -1.720 -1.522 1.127
H -1.096 -0.145 2.073
H -2.270 0.121 0.798

(three)
18
Properties=species:S:1:pos:R:3 method="wB97M-V/def2-TZVPD" lumo_ev=-0.6 homo_lumo_gap_ev=7.75 multiplicity=1
C -2.742 -0.490 -0.034
C -0.301 0.169 -0.025
C 2.084 1.691 -0.086
C 0.122 -1.299 -0.174
C 1.424 -1.928 0.086
H -3.343 0.195 0.517
H -2.877 -0.692 -1.083
H -2.564 -1.325 0.638
H -1.789 1.224 -0.807
H 0.547 1.511 1.398
H 2.585 1.367 -1.027
H 2.302 2.773 -0.063
H 2.605 0.965 0.758
H -0.709 -1.855 -0.485
H 1.216 -3.005 0.121
N -1.700 0.461 0.252
N 0.442 1.407 -0.058
O 2.699 -1.170 0.071

The most stable arrangement is (two), and the next structure is 3.7 kcal/mol less stable.

(one)
10
Properties=species:S:1:pos:R:3 method="wB97M-V/def2-TZVPD" lumo_ev=-0.5 homo_lumo_gap_ev=9.86 multiplicity=1
C -1.320 0.353 0.068
C -0.302 -0.691 0.439
N 1.401 0.143 -0.514
O -2.507 0.158 0.024
O -0.728 1.503 0.019
F -0.343 -1.955 -0.077
H -0.181 -0.543 1.551
H 1.417 -0.055 -1.531
H 0.268 1.315 0.196
H 2.296 -0.228 -0.174

(two)
10
Properties=species:S:1:pos:R:3 method="wB97M-V/def2-TZVPD" smiles="NC(=O)[C@@H](O)F" lumo_ev=0.7 homo_lumo_gap_ev=10.88 multiplicity=1
C -0.404 0.785 -0.145
C 1.020 0.434 0.018
N -1.076 -0.851 0.035
O -1.063 1.726 -0.263
O 1.234 -0.304 1.075
F 1.378 -0.157 -1.197
H 1.542 1.399 -0.005
H -1.040 -1.433 -0.726
H -2.039 -0.745 0.139
H 0.448 -0.854 1.068

(three)
10
Properties=species:S:1:pos:R:3 method="wB97M-V/def2-TZVPD" lumo_ev=-0.4 homo_lumo_gap_ev=9.73 multiplicity=1
C 1.134 -0.334 -1.912
C 1.011 0.758 -0.743
N -0.620 -0.157 0.264
O 2.067 -0.395 -2.667
O 0.220 -1.181 -1.874
F 0.614 2.004 -0.899
H 1.790 0.575 -0.045
H -1.318 0.599 0.329
H -0.313 -0.835 -0.779
H -0.232 -0.395 1.193

The most stable arrangement is (two), and the next structure is 28.9 kcal/mol less stable.

(one)
12
Properties=species:S:1:pos:R:3 method="wB97M-V/def2-TZVPD" lumo_ev=0.8 homo_lumo_gap_ev=9.12 multiplicity=1
C 1.227 1.044 1.751
C -0.602 0.737 0.855
C -0.521 -0.202 -0.061
C 0.006 -0.153 -1.506
O 1.956 0.209 2.108
O -0.641 -1.506 0.299
H -1.128 0.533 1.695
H -0.587 1.830 0.684
H -0.605 0.451 -2.134
H 0.162 -1.180 -1.947
H 0.967 0.298 -1.425
H -0.237 -2.060 -0.320

(two)
12
Properties=species:S:1:pos:R:3 method="wB97M-V/def2-TZVPD" smiles="C[C@@H]1OCC1=O" lumo_ev=0.7 homo_lumo_gap_ev=10.76 multiplicity=1
C 0.493 0.238 1.959
C -0.358 -0.219 0.790
C 0.289 -0.670 -1.262
C -0.371 0.465 -0.632
H 1.001 -0.785 2.454
H 1.288 0.768 1.407
H -0.060 0.931 2.540
H -1.403 -0.540 1.069
H 1.183 -0.406 -1.793
H -0.369 -1.290 -1.954
O 0.437 -1.253 0.027
O -0.682 1.558 -1.133

The most stable arrangement is (two), and the next structure is 3.7 kcal/mol less stable.

(one)
12
Properties=species:S:1:pos:R:3 method="wB97M-V/def2-TZVPD" smiles="CC(=O)CC=O" lumo_ev=0.6 homo_lumo_gap_ev=10.55 multiplicity=1
C -0.827 -0.316 -1.489
C -0.264 -0.733 -0.180
O -0.058 -1.882 0.161
C -0.050 0.393 0.778
C 1.464 0.620 1.079
O 1.975 1.711 0.963
H -0.944 0.762 -1.604
H -1.768 -0.820 -1.657
H -0.086 -0.652 -2.207
H -0.443 1.376 0.509
H -0.971 -0.235 1.197
H 2.093 -0.268 1.252

(two)
12
Properties=species:S:1:pos:R:3 method="wB97M-V/def2-TZVPD" smiles="O=C1CCCO1" lumo_ev=0.9 homo_lumo_gap_ev=11.14 multiplicity=1
O -0.352 -1.660 -2.008
C -0.231 -0.980 -1.027
C 0.635 0.256 -0.867
C 0.146 0.894 0.435
C -0.541 -0.289 1.141
O -0.919 -1.212 0.115
H 1.691 -0.033 -0.821
H 0.501 0.837 -1.782
H 0.953 1.302 1.049
H -0.570 1.701 0.249
H -1.448 -0.010 1.683
H 0.135 -0.805 1.832

The most stable arrangement is (two), and the next structure is 52.0 kcal/mol less stable.

(one)
12
Properties=species:S:1:pos:R:3 method="wB97M-V/def2-TZVPD" lumo_ev=0.8 homo_lumo_gap_ev=9.39 multiplicity=1
O -0.265 -1.538 1.384
C -1.063 -0.635 1.269
C -0.849 0.539 0.341
C 0.617 0.955 0.193
C 1.256 -0.147 -1.106
O 0.874 1.205 -1.174
H -2.020 -0.652 1.830
H -1.342 1.427 0.759
H -1.356 0.323 -0.615
H 1.325 -0.338 0.063
H 2.292 -0.291 -1.420
H 0.531 -0.848 -1.522

(two)
12
Properties=species:S:1:pos:R:3 method="wB97M-V/def2-TZVPD" lumo_ev=0.7 homo_lumo_gap_ev=10.65 multiplicity=1
O -1.952 -0.089 1.574
C -0.929 -0.734 1.524
C 0.000 -0.511 0.322
C -0.215 0.791 -0.404
C 1.075 0.405 -1.101
O 1.457 -0.336 0.097
H -0.808 -1.615 2.180
H -0.192 -1.422 -0.255
H 0.055 1.578 0.308
H -1.156 1.018 -0.896
H 1.759 1.201 -1.402
H 0.905 -0.285 -1.945

(three)
12
Properties=species:S:1:pos:R:3 method="wB97M-V/def2-TZVPD" lumo_ev=0.5 homo_lumo_gap_ev=10.05 multiplicity=1
O -0.897 -2.422 -0.355
C 0.051 -1.751 -0.513
C -0.001 -0.267 -0.756
C -0.755 0.601 0.220
C 0.479 1.104 0.948
O 1.217 0.433 -0.494
H 1.102 -2.119 -0.536
H -0.389 -0.162 -1.786
H -1.584 0.089 0.861
H -0.701 1.596 -0.680
H 1.138 0.662 1.694
H 0.346 2.161 1.310

(four)
12
Properties=species:S:1:pos:R:3 method="wB97M-V/def2-TZVPD" smiles="C[C@H]1O[C@H]1C=O" lumo_ev=0.9 homo_lumo_gap_ev=10.83 multiplicity=1
O 0.993 1.955 0.181
C 1.087 0.771 0.410
C -1.165 0.069 0.393
C -0.384 -0.863 -0.518
O 0.104 -0.179 -1.669
C 0.994 -0.368 -0.590
H -0.646 1.060 0.406
H 1.149 0.371 1.450
H -1.261 -0.345 1.405
H -2.110 0.391 -0.011
H -0.656 -1.915 -0.677
H 1.896 -0.947 -0.780

The most stable arrangement is (two), and the next structure is 8.4 kcal/mol less stable.

(one)
12
Properties=species:S:1:pos:R:3 method="wB97M-V/def2-TZVPD" smiles="NC(=O)COC=O" lumo_ev=0.8 homo_lumo_gap_ev=10.89 multiplicity=1
N 1.416 0.442 -0.772
C 1.119 0.315 0.547
O 1.700 0.905 1.438
C -0.008 -0.678 0.862
O -1.305 -0.065 0.731
C -1.801 0.066 -0.496
O -1.257 -0.253 -1.526
H 0.766 0.094 -1.465
H 2.058 1.177 -1.028
H 0.042 -1.571 0.232
H 0.072 -0.944 1.915
H -2.802 0.513 -0.437

(two)
12
Properties=species:S:1:pos:R:3 method="wB97M-V/def2-TZVPD" lumo_ev=0.0 homo_lumo_gap_ev=9.27 multiplicity=1
N 1.046 1.480 0.539
C 0.716 0.223 0.690
O 0.013 -0.351 1.565
C 0.908 -0.613 -0.595
O -0.383 -1.282 -0.755
C -1.371 -0.619 -0.259
O -1.561 0.648 -0.359
H -0.700 1.185 -0.293
H 0.830 1.958 1.418
H 1.116 0.001 -1.473
H 1.627 -1.425 -0.497
H -2.241 -1.204 0.021

(three)
12
Properties=species:S:1:pos:R:3 method="wB97M-V/def2-TZVPD" lumo_ev="-0.8 / -1.1" homo_lumo_gap_ev="8.32 / 8.06" multiplicity=1
C -0.224 1.475 0.610
C 0.427 0.337 -0.035
C -1.415 -1.235 -0.504
N 1.700 -0.330 -0.052
O 2.323 -0.494 -1.049
O 1.954 -0.688 1.128
O 0.196 1.451 -0.755
H -1.203 1.358 0.901
H 0.435 2.093 1.137
H -1.163 -1.846 0.413
H -0.804 -1.578 -1.299
H -2.226 -0.542 -0.495

The most stable arrangement is (one), and the next structure is 59.8 kcal/mol less stable.